Below is C43H53N6O3SeTeTi as an isolated structure at a distorted geometry, with properties calculated with ωB97M-V/def2-TZVPD.

Its lowest unoccupied orbital energy (spin up / spin down) is 0.08 / -0.66 eV. Its expectation value of S² is 3.779. The calculation puts the largest force on an atom at 3.35 eV Å⁻¹. As for the frontier orbital gap (spin up / spin down): 4.56 / 6.64 eV.

Geometry as ORCA input:
```
! wB97M-V def2-TZVPD RIJCOSX def2/J DEFGRID3
* xyz 0 4
Ti 0.665 0.369 -1.610
C 2.307 2.914 -2.214
N 2.702 1.618 -2.725
C 2.089 1.189 -3.969
C 2.108 -0.316 -3.950
C 2.395 -1.085 -5.049
C 2.342 -2.479 -4.950
C 1.945 -3.015 -3.723
C 1.678 -2.183 -2.662
N 1.783 -0.834 -2.730
C 4.138 1.432 -2.804
C 4.861 1.350 -1.485
C 6.250 1.339 -1.473
C 6.913 1.211 -0.261
C 6.153 1.098 0.898
C 4.776 1.123 0.781
N 4.140 1.239 -0.378
C 2.048 2.790 -0.735
C 2.257 3.832 0.138
C 1.942 3.687 1.490
C 1.398 2.467 1.888
C 1.207 1.473 0.958
N 1.532 1.594 -0.346
H 1.364 3.221 -2.692
H 3.059 3.696 -2.418
H 2.604 1.588 -4.863
H 1.035 1.508 -3.994
H 2.637 -0.608 -5.989
H 2.574 -3.109 -5.794
H 1.837 -4.082 -3.605
H 1.371 -2.572 -1.699
H 4.610 2.225 -3.414
H 4.312 0.478 -3.317
H 6.801 1.419 -2.400
H 7.993 1.194 -0.224
H 6.624 0.995 1.864
H 4.139 1.043 1.652
H 2.659 4.767 -0.225
H 2.115 4.482 2.197
H 1.135 2.299 2.921
H 0.802 0.507 1.230
C 4.595 -2.134 -1.029
O 3.479 -1.679 -0.316
C 3.349 -2.322 0.925
C 2.160 -1.711 1.673
O 0.958 -1.697 0.936
C 0.331 -2.959 0.842
H 5.528 -1.863 -0.517
H 4.567 -1.664 -2.009
H 4.572 -3.225 -1.146
H 4.257 -2.177 1.538
H 3.212 -3.408 0.781
H 2.400 -0.664 1.872
H 2.028 -2.248 2.626
H 0.051 -3.329 1.836
H 0.960 -3.704 0.344
H -0.571 -2.790 0.257
Se -2.748 2.968 -3.203
C -1.577 2.299 -2.149
N -0.798 1.852 -1.381
C -2.310 -1.770 -2.856
C -1.191 -0.886 -2.351
O -0.602 -0.123 -3.193
N -0.757 -0.912 -1.123
Te -1.914 0.273 0.506
C -3.707 1.544 0.889
C -4.868 1.448 0.125
C -4.953 0.615 -1.118
C -5.978 2.218 0.462
C -5.939 3.122 1.507
C -7.139 3.930 1.893
C -4.734 3.297 2.172
C -3.614 2.537 1.869
C -2.334 2.840 2.590
C -2.389 -1.253 2.006
C -1.593 -1.358 3.147
C -0.687 -0.259 3.614
C -1.642 -2.512 3.927
C -2.476 -3.569 3.613
C -2.483 -4.834 4.416
C -3.325 -3.420 2.525
C -3.293 -2.287 1.731
C -4.249 -2.156 0.589
H -1.956 -2.275 -3.752
H -3.173 -1.167 -3.145
H -2.590 -2.505 -2.104
H -4.007 0.100 -1.293
H -5.147 1.272 -1.966
H -5.766 -0.110 -1.072
H -6.880 2.115 -0.127
H -7.979 3.716 1.240
H -6.914 4.993 1.833
H -7.424 3.707 2.920
H -4.664 4.053 2.944
H -2.335 3.874 2.930
H -1.477 2.695 1.927
H -2.224 2.197 3.463
H -0.729 0.576 2.921
H 0.340 -0.612 3.699
H -1.002 0.084 4.601
H -0.998 -2.582 4.794
H -1.751 -4.794 5.220
H -2.251 -5.687 3.780
H -3.468 -5.006 4.847
H -4.017 -4.218 2.288
H -4.822 -3.069 0.439
H -3.700 -1.914 -0.321
H -4.941 -1.340 0.795
*
```

---

Below is C43H54N3O2P2Zn as an isolated structure, with properties calculated with ωB97M-V/def2-TZVPD.

Its lowest unoccupied orbital energy is -2.78 eV. The calculation puts the largest force on an atom at 0.13 eV Å⁻¹. As for the frontier orbital gap: 8.61 eV.

Geometry as ORCA input:
```
! wB97M-V def2-TZVPD RIJCOSX def2/J DEFGRID3
* xyz 1 1
Zn -0.327 -0.189 -1.016
O 3.005 0.307 -3.145
C 1.874 -0.009 -2.849
O 1.082 0.675 -2.073
C 1.270 -1.303 -3.432
P 0.262 -2.194 -2.203
C -0.840 -3.290 -3.122
C -2.161 -2.896 -3.320
C -3.019 -3.678 -4.078
C -2.561 -4.863 -4.635
C -1.245 -5.262 -4.440
C -0.384 -4.480 -3.688
C 1.421 -3.244 -1.296
C 0.974 -4.404 -0.663
C 1.843 -5.145 0.122
C 3.158 -4.728 0.289
C 3.606 -3.577 -0.343
C 2.743 -2.836 -1.139
H 2.053 -1.929 -3.859
H 0.588 -1.019 -4.238
H -2.520 -1.970 -2.884
H -4.044 -3.367 -4.230
H -3.230 -5.480 -5.221
H -0.887 -6.185 -4.877
H 0.642 -4.795 -3.541
H -0.051 -4.734 -0.787
H 1.495 -6.051 0.601
H 3.836 -5.308 0.902
H 4.634 -3.257 -0.227
H 3.115 -1.946 -1.637
C -0.629 -3.183 4.154
C -1.736 -2.915 3.142
C -1.646 -1.475 2.612
C -0.183 -0.985 2.528
C 0.727 -2.186 2.249
C 0.745 -3.120 3.465
P 0.040 0.330 1.277
C -1.103 1.735 1.603
C -0.882 2.514 2.913
C -2.060 3.465 3.197
C -2.706 3.942 1.901
C -3.324 2.757 1.136
C -2.599 1.442 1.459
C 1.711 1.086 1.507
C 2.106 1.344 2.986
C 3.187 0.378 3.461
C 4.481 0.568 2.662
C 4.189 0.923 1.195
C 2.842 0.368 0.742
H -0.768 -4.152 4.634
H -0.688 -2.437 4.953
H -2.721 -3.078 3.581
H -1.646 -3.626 2.315
H -2.211 -0.809 3.267
H -2.121 -1.422 1.627
H 0.106 -0.550 3.490
H 1.743 -1.889 1.996
H 0.340 -2.710 1.372
H 1.503 -2.780 4.174
H 1.051 -4.116 3.137
H -0.840 2.393 0.760
H 0.051 3.081 2.851
H -0.766 1.822 3.752
H -1.715 4.307 3.797
H -2.813 2.950 3.801
H -1.955 4.435 1.277
H -3.467 4.696 2.106
H -3.263 2.952 0.063
H -4.383 2.655 1.381
H -2.804 0.689 0.698
H -2.974 1.030 2.397
H 1.582 2.056 1.013
H 1.244 1.299 3.652
H 2.487 2.366 3.065
H 2.825 -0.650 3.358
H 3.372 0.525 4.527
H 5.082 -0.342 2.720
H 5.078 1.360 3.118
H 4.979 0.549 0.543
H 4.176 2.009 1.061
H 2.818 -0.712 0.914
H 2.710 0.529 -0.324
C -4.202 1.350 -2.295
C -3.225 0.542 -1.759
N -1.923 0.857 -1.830
C -1.560 1.984 -2.443
C -2.478 2.875 -2.991
C -3.821 2.531 -2.919
C -2.042 4.076 -3.721
C -0.944 4.812 -3.550
C 0.094 4.728 -2.505
C 1.396 5.106 -2.811
C 2.344 5.002 -1.808
N 2.031 4.604 -0.578
C 0.754 4.300 -0.383
N -0.229 4.313 -1.273
H -5.241 1.061 -2.230
H -3.474 -0.388 -1.262
H -0.494 2.153 -2.523
H -4.568 3.182 -3.358
H -2.688 4.353 -4.549
H -0.765 5.589 -4.284
H 1.662 5.448 -3.801
H 3.383 5.249 -1.993
H 0.485 4.014 0.629
*
```